[1]
{"formula": "C4H13N3", "method": "ωB97M-V/def2-TZVPD", "relative_energy_ev": 9.335, "molar_mass_g_mol": 103.17, "homo_energy_ev": -7.53, "e_tot_ha": -324.1319, "elements": ["N", "C", "C", "C", "N", "C", "N", "H", "H", "H", "H", "H", "H", "H", "H", "H", "H", "H", "H", "H"], "coordinates": [[-1.76, 0.72, -1.16], [-0.74, -0.17, -0.76], [0.34, 0.88, -0.37], [1.61, 0.51, 0.38], [2.71, -0.28, -0.08], [-1.05, -0.88, 0.60], [-2.01, -0.20, 1.41], [0.79, -1.98, -0.43], [-1.93, 0.68, -2.16], [-0.49, -0.88, -1.56], [-0.25, 1.52, 0.26], [0.68, 1.41, -1.26], [1.94, 1.55, 0.65], [1.32, 0.20, 1.38], [3.01, 0.12, -0.99], [1.74, -1.05, -0.46], [-1.42, -1.90, 0.43], [-0.13, -0.99, 1.15], [-1.69, 0.43, 2.13], [-2.67, 0.31, 0.85]]}



[2]
{"formula": "C25H21N3O6", "method": "ωB97M-V/def2-TZVPD", "relative_energy_ev": 0.000, "molar_mass_g_mol": 459.46, "homo_energy_ev": -8.60, "e_tot_ha": -1581.1335, "smiles": "NC(=O)c1ccc(NC(=O)COC(=O)CCCN2C(=O)c3cccc4cccc(c34)C2=O)cc1", "elements": ["N", "C", "O", "C", "C", "C", "C", "N", "C", "O", "C", "O", "C", "O", "C", "C", "C", "N", "C", "O", "C", "C", "C", "C", "C", "C", "C", "C", "C", "C", "C", "O", "C", "C", "H", "H", "H", "H", "H", "H", "H", "H", "H", "H", "H", "H", "H", "H", "H", "H", "H", "H", "H", "H", "H"], "coordinates": [[-0.59, 3.40, 5.08], [-1.05, 2.64, 4.06], [-2.14, 2.83, 3.55], [-0.11, 1.58, 3.59], [1.26, 1.80, 3.50], [2.10, 0.84, 2.98], [1.57, -0.38, 2.54], [2.36, -1.38, 1.97], [3.71, -1.44, 1.91], [4.48, -0.67, 2.43], [4.22, -2.67, 1.14], [3.93, -2.62, -0.25], [2.78, -3.12, -0.68], [1.94, -3.57, 0.06], [2.67, -3.03, -2.18], [1.72, -1.89, -2.56], [0.27, -2.24, -2.22], [-0.59, -1.07, -2.22], [-1.36, -0.83, -3.35], [-1.26, -1.55, -4.33], [-2.28, 0.31, -3.28], [-3.11, 0.59, -4.35], [-4.01, 1.65, -4.29], [-4.10, 2.43, -3.16], [-3.27, 2.17, -2.05], [-3.33, 2.93, -0.86], [-2.50, 2.66, 0.20], [-1.57, 1.62, 0.11], [-1.49, 0.84, -1.03], [-2.34, 1.10, -2.12], [-0.54, -0.27, -1.09], [0.25, -0.53, -0.20], [0.20, -0.61, 2.66], [-0.63, 0.36, 3.16], [0.26, 3.19, 5.56], [-1.19, 4.12, 5.45], [1.68, 2.75, 3.80], [3.15, 1.02, 2.90], [1.83, -2.11, 1.50], [3.78, -3.58, 1.57], [5.31, -2.70, 1.22], [3.66, -2.84, -2.59], [2.28, -3.97, -2.57], [1.80, -1.68, -3.63], [2.01, -0.99, -2.01], [-0.13, -2.95, -2.95], [0.23, -2.68, -1.22], [-3.04, -0.03, -5.24], [-4.65, 1.86, -5.14], [-4.80, 3.24, -3.11], [-4.05, 3.74, -0.79], [-2.57, 3.22, 1.12], [-0.91, 1.41, 0.94], [-0.20, -1.55, 2.32], [-1.69, 0.20, 3.23]]}



[3]
{"formula": "C36H35AsBN5O4PS2Zr", "method": "ωB97M-V/def2-TZVPD", "relative_energy_ev": 0.000, "molar_mass_g_mol": 873.77, "homo_energy_ev": -14.87, "e_tot_ha": -5412.4027, "charge": 3, "elements": ["Zr", "N", "C", "C", "C", "C", "C", "C", "N", "C", "C", "C", "S", "C", "N", "H", "H", "H", "H", "H", "H", "H", "S", "C", "C", "C", "C", "C", "C", "As", "C", "C", "C", "C", "C", "C", "C", "C", "C", "C", "C", "C", "H", "H", "H", "H", "H", "H", "H", "H", "H", "H", "H", "H", "H", "H", "N", "C", "P", "O", "O", "C", "N", "H", "H", "H", "H", "H", "H", "H", "H", "H", "H", "O", "B", "O", "C", "C", "C", "C", "C", "C", "H", "H", "H", "H"], "coordinates": [[-0.37, -0.66, 1.08], [-1.72, 1.33, 4.71], [-1.35, 2.55, 4.15], [-1.22, 3.82, 4.70], [-0.72, 4.81, 3.87], [-0.33, 4.53, 2.55], [-0.46, 3.26, 2.01], [-1.01, 2.27, 2.83], [-1.25, 0.91, 2.59], [-1.62, 0.39, 3.75], [-1.74, -1.05, 3.94], [-2.12, -1.74, 5.04], [-1.92, -3.41, 4.76], [-1.34, -3.10, 3.20], [-1.29, -1.84, 2.89], [-1.95, 1.16, 5.68], [-1.48, 4.03, 5.73], [-0.59, 5.81, 4.26], [0.11, 5.32, 1.95], [-0.08, 3.03, 1.03], [-2.50, -1.37, 5.98], [-1.04, -3.89, 2.53], [1.53, -0.26, 2.62], [3.05, -0.67, 1.78], [4.12, -1.11, 2.55], [5.35, -1.36, 1.94], [5.51, -1.17, 0.58], [4.44, -0.73, -0.19], [3.21, -0.49, 0.41], [1.66, 0.12, -0.59], [2.17, -0.41, -2.37], [2.50, 0.53, -3.34], [2.96, 0.10, -4.58], [3.10, -1.25, -4.84], [2.79, -2.19, -3.87], [2.32, -1.78, -2.63], [1.84, 2.03, -0.58], [0.95, 2.79, -1.34], [1.04, 4.18, -1.34], [2.01, 4.80, -0.55], [2.88, 4.05, 0.21], [2.80, 2.66, 0.20], [4.00, -1.24, 3.62], [6.18, -1.70, 2.55], [6.47, -1.35, 0.11], [4.57, -0.58, -1.25], [2.41, 1.58, -3.13], [3.22, 0.84, -5.33], [3.48, -1.58, -5.81], [2.92, -3.25, -4.07], [2.11, -2.51, -1.87], [0.22, 2.30, -1.97], [0.38, 4.77, -1.97], [2.09, 5.89, -0.56], [3.64, 4.53, 0.81], [3.49, 2.07, 0.80], [-3.04, 2.97, 0.19], [-3.84, 1.74, -0.14], [-2.73, 0.30, -0.39], [-2.85, -0.77, 0.66], [-1.33, 0.89, -0.44], [-3.19, -0.52, -1.98], [-3.64, -1.94, -1.73], [-2.71, 2.99, 1.16], [-3.57, 3.83, 0.03], [-2.18, 3.01, -0.36], [-4.42, 1.95, -1.04], [-4.53, 1.53, 0.68], [-2.29, -0.55, -2.58], [-3.96, 0.03, -2.53], [-4.52, -2.16, -2.19], [-3.71, -2.13, -0.73], [-2.93, -2.60, -2.08], [-0.47, -2.21, -1.45], [-0.55, -2.61, -0.09], [-1.23, -3.83, -0.03], [-1.51, -4.20, -1.34], [-2.14, -5.33, -1.79], [-2.28, -5.45, -3.18], [-1.78, -4.47, -4.05], [-1.14, -3.33, -3.57], [-1.04, -3.23, -2.20], [-2.49, -6.10, -1.11], [-2.76, -6.33, -3.59], [-1.88, -4.62, -5.12], [-0.72, -2.58, -4.23]]}



[4]
{"formula": "C6H10O", "method": "ωB97M-V/def2-TZVPD", "relative_energy_ev": 1.234, "molar_mass_g_mol": 98.14, "homo_energy_ev": -9.74, "e_tot_ha": -309.7970, "smiles": "C[C@H]1C[C@H]1CC=O", "elements": ["C", "C", "C", "C", "C", "C", "O", "H", "H", "H", "H", "H", "H", "H", "H", "H", "H"], "coordinates": [[-2.03, -0.28, 0.11], [-1.08, 0.74, -0.49], [-0.20, 1.38, 0.52], [0.40, 0.45, -0.51], [0.92, -0.95, -0.26], [2.38, -0.92, 0.10], [3.00, 0.10, 0.29], [-2.87, 0.28, 0.52], [-1.56, -0.81, 0.95], [-2.41, -1.02, -0.60], [-1.52, 1.36, -1.26], [0.01, 2.44, 0.36], [-0.21, 1.07, 1.55], [1.13, 1.13, -0.90], [0.78, -1.63, -1.12], [0.39, -1.44, 0.57], [2.87, -1.91, 0.18]]}



[5]
{"formula": "C33H57Cl9N4O4", "method": "ωB97M-V/def2-TZVPD", "molar_mass_g_mol": 892.92, "homo_energy_ev": -13.58, "e_tot_ha": -5951.4488, "charge": 2, "elements": ["C", "N", "C", "C", "C", "C", "C", "C", "C", "C", "N", "C", "C", "C", "H", "H", "H", "H", "H", "H", "H", "H", "H", "H", "H", "H", "H", "H", "C", "C", "C", "C", "N", "C", "C", "C", "C", "C", "H", "H", "H", "H", "H", "H", "H", "H", "H", "H", "H", "H", "H", "H", "H", "H", "H", "H", "H", "H", "Cl", "O", "O", "O", "O", "Cl", "C", "C", "Cl", "H", "H", "H", "H", "Cl", "C", "C", "Cl", "H", "H", "H", "H", "Cl", "C", "C", "Cl", "H", "H", "H", "H", "Cl", "C", "C", "Cl", "H", "H", "H", "H", "C", "C", "C", "C", "N", "H", "H", "H", "H", "H", "H", "H"], "coordinates": [[-0.47, -5.33, -3.02], [-0.86, -3.92, -2.68], [-0.73, -2.91, -3.58], [-1.17, -1.62, -3.26], [-1.62, -1.29, -1.97], [-1.65, -2.32, -1.03], [-1.32, -3.61, -1.46], [-1.96, 0.12, -1.53], [-2.42, 1.07, -2.50], [-2.64, 2.37, -2.07], [-2.52, 2.74, -0.77], [-2.12, 1.90, 0.19], [-1.94, 0.57, -0.21], [-2.85, 4.14, -0.41], [-0.02, -5.25, -4.00], [-1.33, -5.99, -2.92], [0.28, -5.70, -2.32], [-0.25, -3.22, -4.50], [-1.02, -0.81, -3.96], [-2.01, -2.10, -0.04], [-1.26, -4.48, -0.82], [-2.68, 0.70, -3.49], [-2.96, 3.14, -2.75], [-1.99, 2.25, 1.20], [-1.67, -0.04, 0.64], [-3.49, 4.13, 0.47], [-3.43, 4.61, -1.21], [-1.99, 4.70, -0.07], [4.05, -0.33, -6.00], [2.71, -0.22, -5.28], [2.71, 0.28, -3.80], [1.28, 0.70, -3.43], [1.25, 1.48, -2.09], [2.02, 0.87, -0.96], [1.39, 1.32, 0.40], [0.10, 2.02, 0.05], [-0.14, 1.50, -1.41], [1.67, 2.89, -2.44], [4.60, 0.60, -6.15], [3.81, -0.73, -6.99], [4.68, -1.08, -5.51], [2.07, -1.10, -5.40], [2.15, 0.52, -5.84], [3.43, 1.09, -3.78], [3.11, -0.53, -3.18], [0.67, -0.19, -3.27], [0.87, 1.34, -4.21], [3.08, 1.12, -0.95], [1.89, -0.21, -1.05], [1.96, 2.02, 1.01], [1.37, 0.45, 1.06], [0.13, 3.11, 0.12], [-0.65, 1.70, 0.78], [-0.73, 2.24, -1.94], [-0.59, 0.51, -1.39], [0.76, 3.34, -2.82], [2.47, 3.02, -3.17], [1.77, 3.51, -1.55], [-0.07, -0.37, 2.06], [-0.47, -1.24, 0.97], [1.36, -0.37, 2.13], [-0.48, 0.98, 1.87], [-0.56, -0.84, 3.29], [-0.78, 3.79, 3.78], [0.47, 3.28, 2.67], [1.51, 2.38, 3.38], [2.97, 2.09, 2.34], [0.96, 4.09, 2.15], [-0.08, 2.76, 1.89], [1.02, 1.41, 3.48], [1.79, 2.87, 4.31], [-2.98, -1.09, 1.64], [-2.13, -2.26, 2.74], [-3.05, -3.51, 3.01], [-3.19, -4.32, 1.47], [-1.89, -1.67, 3.63], [-1.12, -2.43, 2.35], [-4.06, -3.28, 3.37], [-2.51, -4.25, 3.60], [4.48, 0.81, 0.21], [3.69, -0.69, 0.86], [4.16, -0.74, 2.34], [3.56, -2.21, 3.13], [4.00, -1.56, 0.27], [2.60, -0.70, 0.84], [3.88, 0.14, 2.92], [5.24, -0.76, 2.45], [1.89, -4.53, 2.86], [1.23, -2.98, 2.12], [0.75, -3.27, 0.63], [-0.85, -4.02, 0.53], [2.16, -2.41, 2.05], [0.47, -2.51, 2.75], [1.46, -3.82, 0.01], [0.53, -2.31, 0.16], [-2.70, 2.00, 5.22], [-1.96, 1.30, 4.16], [-2.86, 0.77, 2.99], [-3.33, 1.94, 2.19], [-3.70, 2.89, 1.68], [-3.40, 2.72, 4.80], [-1.97, 2.52, 5.84], [-3.36, 1.34, 5.79], [-1.34, 0.55, 4.67], [-1.28, 2.00, 3.68], [-3.68, 0.29, 3.52], [-2.21, 0.08, 2.45]]}



[6]
{"formula": "C35H38F4N3OReS4SbTe", "method": "ωB97M-V/def2-TZVPD", "spin_multiplicity": 2, "relative_energy_ev": 0.000, "molar_mass_g_mol": 1156.54, "homo_energy_ev": [-13.46, -13.43], "e_tot_ha": -4174.2843, "charge": 2, "elements": ["Re", "C", "C", "N", "C", "C", "C", "C", "N", "C", "C", "F", "C", "F", "C", "C", "F", "C", "F", "H", "H", "H", "H", "H", "H", "H", "H", "H", "H", "H", "H", "H", "H", "H", "S", "Sb", "S", "S", "S", "C", "C", "C", "C", "C", "C", "Te", "N", "C", "O", "C", "C", "C", "C", "C", "C", "C", "C", "C", "C", "C", "C", "C", "C", "C", "C", "H", "H", "H", "H", "H", "H", "H", "H", "H", "H", "H", "H", "H", "H", "H", "H", "H", "H", "H", "H", "H", "H", "H"], "coordinates": [[-0.21, 0.19, 0.48], [3.48, 0.90, -0.19], [2.69, -0.25, -0.78], [1.71, -0.89, 0.16], [2.34, -1.12, 1.51], [3.58, -2.01, 1.50], [1.25, -2.17, -0.43], [0.16, -2.77, 0.44], [-0.59, -1.67, 1.08], [-1.12, -1.98, 2.36], [-0.92, -1.08, 3.39], [-0.24, 0.07, 3.11], [-1.38, -1.30, 4.67], [-1.17, -0.38, 5.61], [-2.07, -2.46, 4.96], [-2.27, -3.38, 3.95], [-2.95, -4.49, 4.18], [-1.79, -3.15, 2.66], [-2.02, -4.05, 1.70], [4.00, 1.42, -1.00], [4.23, 0.57, 0.52], [2.84, 1.63, 0.30], [3.38, -1.04, -1.11], [2.12, 0.06, -1.66], [1.59, -1.56, 2.16], [2.57, -0.14, 1.92], [3.37, -3.02, 1.16], [3.94, -2.09, 2.53], [4.39, -1.60, 0.91], [2.09, -2.86, -0.52], [0.90, -1.97, -1.44], [0.57, -3.43, 1.21], [-0.51, -3.37, -0.17], [-2.46, -2.65, 5.95], [-2.11, -0.78, -4.62], [-2.01, 1.59, -4.65], [-1.41, 1.99, -2.22], [-0.63, 0.19, -1.75], [-0.25, 0.08, -5.15], [-5.96, -1.20, 6.10], [-5.17, -0.69, 4.92], [-4.46, 0.50, 5.00], [-3.72, 0.99, 3.92], [-2.97, 2.28, 4.08], [-3.72, 0.23, 2.74], [-2.75, 1.19, 1.12], [0.30, 1.81, 0.80], [0.31, 3.24, 0.91], [-0.42, 3.72, 1.73], [1.19, 3.97, -0.01], [1.65, 3.44, -1.22], [2.44, 4.20, -2.05], [2.78, 5.50, -1.68], [2.34, 6.03, -0.48], [1.53, 5.27, 0.35], [-4.12, 0.78, -0.44], [-3.93, -0.24, -1.36], [-4.86, -0.46, -2.36], [-5.98, 0.35, -2.43], [-6.17, 1.36, -1.51], [-5.25, 1.60, -0.49], [-5.53, 2.69, 0.52], [-4.40, -0.99, 2.63], [-4.41, -1.85, 1.40], [-5.12, -1.42, 3.74], [-6.11, -0.42, 6.84], [-5.43, -2.03, 6.58], [-6.93, -1.58, 5.78], [-4.47, 1.07, 5.92], [-2.97, 2.59, 5.12], [-3.43, 3.08, 3.49], [-1.93, 2.20, 3.76], [1.37, 2.43, -1.50], [2.78, 3.80, -3.00], [3.41, 6.09, -2.34], [2.61, 7.04, -0.20], [1.17, 5.68, 1.29], [-3.06, -0.89, -1.29], [-4.72, -1.27, -3.06], [-6.72, 0.18, -3.20], [-7.06, 1.98, -1.56], [-6.35, 3.32, 0.18], [-4.67, 3.33, 0.69], [-5.83, 2.26, 1.48], [-3.48, -1.76, 0.83], [-5.23, -1.57, 0.73], [-4.55, -2.89, 1.67], [-5.67, -2.35, 3.67]]}